Below is C24H29InN4OS2 as an isolated structure, with properties calculated with the ωB97M-V functional and the def2-TZVPD basis.

Last column: Mulliken charge in e.
Geometry (Å):
In -0.55 -0.18 -0.80  1.451
C 2.29 -0.88 2.82  -2.402
C 1.76 0.08 1.79  1.046
C 1.02 1.21 2.20  1.746
C 0.64 1.31 3.66  -2.533
C 0.65 2.19 1.27  0.827
C 0.06 3.52 1.68  -2.286
C 0.93 2.00 -0.09  0.473
C 0.57 3.06 -1.10  -2.118
C 1.71 0.88 -0.51  1.461
C 2.39 0.95 -1.86  -2.015
C 2.06 -0.13 0.44  1.257
C 2.83 -1.35 0.00  -2.627
H 1.59 -1.70 3.02  0.370
H 2.47 -0.38 3.77  0.504
H 3.23 -1.32 2.50  0.503
H 1.47 1.71 4.24  0.530
H 0.40 0.33 4.06  0.494
H -0.21 1.96 3.82  0.317
H -0.95 3.66 1.29  0.534
H 0.67 4.33 1.28  0.444
H 0.03 3.65 2.76  0.442
H 0.52 2.67 -2.11  0.389
H 1.31 3.87 -1.09  0.466
H -0.39 3.52 -0.87  0.487
H 1.73 0.71 -2.69  0.305
H 3.24 0.28 -1.91  0.443
H 2.75 1.96 -2.03  0.482
H 3.91 -1.18 0.07  0.409
H 2.60 -1.61 -1.03  0.380
H 2.60 -2.20 0.63  0.495
S -2.41 -1.74 -1.25  -0.347
C -3.00 -0.94 0.16  0.467
N -2.29 0.01 0.74  -0.264
C -2.96 0.52 1.88  -0.980
C -2.54 1.54 2.71  0.728
C -3.34 1.91 3.78  -1.090
C -4.55 1.25 4.02  -0.562
C -4.98 0.23 3.20  -0.616
C -4.18 -0.12 2.12  0.788
S -4.48 -1.33 0.90  -0.166
H -1.61 2.03 2.51  0.410
H -3.04 2.72 4.42  0.468
H -5.16 1.55 4.87  0.414
H -5.92 -0.28 3.38  0.420
C -0.15 -0.98 -5.61  -0.905
N 0.19 -1.84 -4.46  0.103
C 0.52 -3.15 -4.62  -0.111
C 0.83 -3.94 -3.57  -1.136
C 0.82 -3.35 -2.28  0.765
N 0.49 -2.06 -2.14  0.039
C 0.18 -1.31 -3.21  0.221
O -0.13 -0.10 -3.03  -0.841
N 1.13 -4.05 -1.19  -0.302
H 0.01 -1.53 -6.52  0.330
H 0.47 -0.09 -5.59  0.323
H -1.20 -0.68 -5.54  0.337
H 0.50 -3.53 -5.64  0.410
H 1.09 -4.98 -3.72  0.443
H 1.29 -5.04 -1.24  0.249
H 1.11 -3.61 -0.29  0.131

- HOMO-LUMO gap: 0.2496 Eh
- Charge: +2
- DFT total energy: -2212.292772 a.u.
- E_LUMO: -6.995 eV
- 2S+1: 1
- Energy above the lowest of the compared OMol25 structures with the same formula, charge and spin: 0.982 eV



Below is a 14-piece molecular cluster, C52H92O28 overall, with properties calculated with the ωB97M-V functional and the def2-TZVPD basis.

Last column: Mulliken charge in e.
Geometry (Å):
C -1.93 2.74 5.42  -0.157
O -2.00 1.51 4.66  0.418
C -2.96 0.63 4.76  0.373
O -2.96 -0.40 4.24  -0.523
O -3.95 1.06 5.54  -0.391
C -5.17 0.35 5.44  -0.603
H -2.33 2.53 6.40  0.414
H -2.46 3.50 4.84  -0.007
H -0.89 3.06 5.45  -0.213
H -5.86 0.79 6.15  0.255
H -5.05 -0.71 5.66  0.302
H -5.58 0.46 4.43  0.175
C -0.85 -6.39 1.27  -0.962
O -0.26 -5.11 1.18  0.127
C 0.90 -4.89 0.61  0.547
O 1.59 -5.71 0.10  -0.604
O 1.17 -3.60 0.81  0.165
C 2.27 -3.04 0.13  0.102
H -0.19 -7.18 0.92  0.387
H -1.83 -6.48 0.81  0.219
H -1.06 -6.52 2.34  0.274
H 3.24 -3.54 0.11  0.433
H 2.50 -2.07 0.58  -0.503
H 2.06 -2.73 -0.90  -0.084
C 1.39 3.65 -1.19  -0.313
O 0.44 4.49 -0.63  -0.305
C 0.49 4.71 0.66  0.983
O 1.29 4.26 1.40  -0.631
O -0.54 5.45 0.96  -0.409
C -0.76 5.74 2.34  -0.490
H 2.38 3.88 -0.77  0.546
H 1.48 3.89 -2.24  0.220
H 1.16 2.59 -1.04  -0.149
H 0.00 6.39 2.76  0.409
H -0.78 4.81 2.90  0.061
H -1.73 6.22 2.40  0.221
C 4.01 0.09 -0.78  -0.331
O 4.38 0.17 -2.18  -0.459
C 4.56 -0.96 -2.79  0.886
O 4.33 -2.05 -2.36  -0.538
O 5.06 -0.70 -3.95  -0.405
C 5.14 -1.79 -4.86  -0.504
H 4.52 -0.73 -0.30  0.377
H 2.93 -0.08 -0.77  -0.016
H 4.26 1.04 -0.33  0.312
H 4.26 -2.44 -4.86  0.109
H 6.02 -2.41 -4.63  0.358
H 5.24 -1.43 -5.88  0.230
C 2.20 3.48 5.50  -0.839
C 2.07 2.55 6.70  -0.760
C 1.48 1.27 6.09  -0.060
O 2.03 1.24 4.77  0.270
C 2.27 2.52 4.28  0.375
H 3.07 4.12 5.58  0.420
H 1.33 4.14 5.41  0.320
H 1.38 2.92 7.45  0.360
H 3.01 2.32 7.21  0.322
H 0.38 1.38 6.04  -0.197
H 1.71 0.37 6.65  0.365
H 1.59 2.82 3.48  -0.675
H 3.28 2.62 3.88  0.295
C 4.76 -0.14 4.06  0.149
C 6.21 -0.46 3.71  -0.804
C 6.09 -1.13 2.31  -0.621
O 4.72 -1.01 1.93  -0.140
C 4.05 -0.06 2.72  0.455
H 4.66 0.76 4.66  0.076
H 4.27 -0.92 4.65  0.095
H 6.61 -1.15 4.44  0.329
H 6.82 0.44 3.59  0.250
H 6.42 -2.17 2.29  0.350
H 6.65 -0.55 1.57  0.292
H 2.99 -0.29 2.74  -0.541
H 4.19 0.93 2.26  0.175
C -3.37 -4.09 -0.66  -0.688
C -3.46 -5.13 -1.80  -0.999
C -2.16 -4.83 -2.59  -0.808
O -2.01 -3.43 -2.50  0.447
C -2.32 -3.07 -1.16  0.801
H -3.08 -4.49 0.31  0.384
H -4.35 -3.64 -0.55  0.327
H -4.23 -4.80 -2.50  0.333
H -3.57 -6.16 -1.50  0.323
H -2.20 -5.18 -3.62  0.483
H -1.31 -5.39 -2.15  0.370
H -2.56 -2.02 -0.99  -0.116
H -1.39 -3.21 -0.58  -0.742
C -0.32 0.07 -0.56  1.813
C 0.11 -0.17 0.89  1.186
C -0.23 1.15 1.60  1.249
O -1.30 1.75 0.81  0.171
C -1.52 1.01 -0.40  -0.106
H -0.51 -0.84 -1.12  -0.111
H 0.46 0.64 -1.07  -1.508
H 1.16 -0.47 0.95  -0.768
H -0.40 -1.01 1.38  -0.588
H 0.66 1.79 1.57  -0.335
H -0.63 0.94 2.59  -0.974
H -1.63 1.70 -1.24  -0.870
H -2.44 0.41 -0.27  0.208
O -2.48 -2.83 -6.39  -0.587
C -2.71 -2.15 -5.48  0.264
O -3.87 -2.32 -4.82  -0.416
C -4.04 -1.31 -3.81  -0.212
C -2.99 -0.25 -4.21  1.209
C -1.90 -1.02 -4.92  0.961
H -3.78 -1.73 -2.84  -0.218
H -5.04 -0.90 -3.83  0.455
H -2.66 0.35 -3.35  -1.178
H -3.51 0.46 -4.86  0.182
H -1.22 -1.48 -4.20  -1.046
H -1.42 -0.45 -5.69  0.597
O 2.78 -5.63 -4.40  -0.549
C 2.11 -4.71 -4.32  0.063
O 2.08 -3.80 -5.30  -0.497
C 1.19 -2.72 -4.98  -0.059
C 1.14 -2.78 -3.46  2.622
C 1.20 -4.28 -3.19  -0.075
H 0.26 -2.78 -5.55  0.305
H 1.64 -1.76 -5.27  0.036
H 0.28 -2.32 -2.97  -0.731
H 2.04 -2.32 -3.06  -1.551
H 0.23 -4.74 -3.27  0.023
H 1.67 -4.46 -2.23  0.199
O -3.42 2.74 -5.93  -0.552
C -3.02 3.47 -5.09  0.412
O -2.24 4.55 -5.34  -0.383
C -1.61 5.01 -4.14  -0.639
C -1.92 3.93 -3.06  0.664
C -3.23 3.35 -3.58  0.146
H -2.09 5.94 -3.83  0.350
H -0.55 5.15 -4.27  0.305
H -1.95 4.35 -2.06  0.152
H -1.12 3.18 -3.01  -0.539
H -4.08 3.98 -3.31  0.417
H -3.38 2.31 -3.33  -0.253
O 0.46 0.45 -3.64  -0.056
C 0.96 1.11 -4.51  -0.096
O 0.28 1.43 -5.63  -0.401
C 1.02 2.31 -6.49  -0.501
C 2.48 2.29 -5.96  -0.796
C 2.40 1.63 -4.58  0.989
H 0.57 3.30 -6.43  0.300
H 1.03 1.95 -7.52  0.334
H 2.83 3.32 -5.85  0.294
H 3.23 1.83 -6.61  0.366
H 2.51 2.32 -3.75  0.234
H 3.00 0.73 -4.53  -0.721
O -0.15 -5.30 4.38  -0.563
C -0.06 -4.14 4.48  0.386
O 0.82 -3.59 5.35  -0.389
C 1.07 -2.23 5.06  0.335
C 0.22 -1.87 3.83  2.057
C -0.81 -3.02 3.79  0.108
H 2.13 -2.07 4.83  -0.293
H 0.77 -1.62 5.92  0.124
H 0.85 -1.93 2.94  -0.915
H -0.27 -0.90 3.88  -0.892
H -1.16 -3.29 2.80  -0.361
H -1.64 -2.63 4.39  0.440
O -3.86 4.91 3.39  -0.594
C -4.24 4.05 2.66  0.274
O -5.27 3.25 2.95  -0.352
C -5.45 2.27 1.92  -0.465
C -4.74 2.84 0.70  -0.331
C -3.60 3.62 1.35  0.837
H -6.50 2.07 1.77  0.405
H -5.00 1.32 2.24  0.107
H -5.45 3.53 0.22  0.394
H -4.38 2.09 0.00  -0.037
H -3.22 4.44 0.75  0.404
H -2.80 2.94 1.65  -0.551

- HOMO-LUMO gap: 0.3612 Eh
- Charge: 0
- DFT total energy: -4143.311317 a.u.
- E_LUMO: 0.162 eV
- 2S+1: 1
- Energy above the lowest of the compared OMol25 structures with the same formula, charge and spin: 0.000 eV



Below is one molecule with the formula C5H4F2S, with properties calculated with the ωB97M-V functional and the def2-TZVPD basis.

Last column: Mulliken charge in e.
Geometry (Å):
C -0.33 -1.64 1.85  0.246
C -0.08 -0.57 1.41  -1.008
C -0.10 0.68 0.59  0.464
S 1.46 1.70 0.93  -0.210
C -0.10 0.36 -0.85  0.035
F -0.34 1.51 -1.48  -0.268
C -0.19 -0.74 -1.49  -0.054
F 0.09 -0.68 -2.91  -0.274
H -0.71 -2.77 2.23  0.328
H -0.89 1.37 0.79  0.326
H 1.12 2.53 -0.01  0.135
H 0.06 -1.74 -1.07  0.280

- HOMO-LUMO gap: 0.3748 Eh
- Charge: 0
- DFT total energy: -790.684527 a.u.
- E_LUMO: 0.475 eV
- 2S+1: 1
- Energy above the lowest of the compared OMol25 structures with the same formula, charge and spin: 3.397 eV
- SMILES string: C#C[C@@H](S)/C(F)=C/F